1.
Below is a molecular structure, C39H42BrI2MnN2OSb, with properties calculated with wB97M-V/def2-TZVPD.

Structure (XYZ):
```
89
Properties=species:S:1:pos:R:3:mulliken_spin:R:1
Mn 0.537 0.195 0.669 4.592
Br 4.027 1.219 7.199 0.000
C 2.983 0.656 5.721 0.005
C 1.781 -0.033 5.938 0.002
C 1.000 -0.422 4.884 0.009
C 1.368 -0.137 3.544 0.034
O 0.582 -0.439 2.572 0.107
C 2.627 0.505 3.342 0.021
C 3.199 0.756 2.050 0.030
N 2.672 0.442 0.932 -0.075
C 3.385 0.632 -0.286 0.031
C 4.736 0.716 -0.403 0.012
C 5.354 0.927 -1.662 -0.001
C 4.611 1.048 -2.791 0.004
C 3.199 0.955 -2.713 -0.001
C 2.354 1.105 -3.836 0.005
C 1.009 1.062 -3.669 0.000
C 0.491 0.821 -2.377 0.036
N 1.224 0.623 -1.332 0.014
C 2.585 0.726 -1.466 0.005
C 3.401 0.909 4.451 -0.001
H 1.468 -0.258 6.951 0.000
H 0.071 -0.949 5.060 0.000
H 4.170 1.261 2.057 0.008
H 5.358 0.606 0.477 0.002
H 6.433 0.998 -1.718 0.000
H 5.081 1.219 -3.754 0.000
H 2.794 1.266 -4.816 0.000
H 0.326 1.196 -4.499 0.000
H -0.579 0.807 -2.205 -0.014
H 4.343 1.421 4.281 0.000
C -0.744 7.122 0.579 0.005
C -0.007 6.648 1.657 -0.003
C 0.198 5.281 1.811 0.009
C -0.339 4.360 0.910 0.012
C -1.075 4.854 -0.169 0.004
C -1.275 6.217 -0.333 -0.002
C -0.071 2.896 1.076 -0.179
C -0.834 1.829 0.767 0.235
C -2.294 1.944 0.512 -0.123
C -3.101 2.803 1.270 0.008
C -4.484 2.770 1.187 0.000
C -5.122 1.868 0.342 0.003
C -4.349 1.006 -0.422 -0.001
C -2.961 1.042 -0.323 -0.050
H -0.898 8.186 0.448 0.000
H 0.413 7.343 2.375 0.000
H 0.775 4.913 2.655 -0.001
H -1.484 4.155 -0.889 0.000
H -1.842 6.579 -1.184 0.000
H 0.924 2.717 1.497 -0.010
H -2.625 3.490 1.958 0.001
H -5.074 3.446 1.799 0.000
H -6.204 1.813 0.309 0.000
H -4.826 0.281 -1.075 0.000
H -2.379 0.313 -0.877 0.053
C -2.488 -3.981 -2.877 -0.001
C -2.201 -2.549 -2.411 0.012
C -1.761 -1.672 -3.590 0.002
Sb -0.753 -2.366 -0.801 0.159
C 1.077 -3.052 -1.749 -0.019
C 1.043 -4.283 -2.652 -0.001
C 2.122 -3.193 -0.634 0.017
C -1.411 -3.958 0.501 0.007
C -2.924 -3.836 0.692 -0.002
C -0.978 -5.375 0.126 -0.003
H -3.216 -3.958 -3.698 0.001
H -2.913 -4.599 -2.088 0.000
H -1.596 -4.482 -3.251 0.000
H -3.115 -2.131 -1.981 0.000
H -0.761 -1.942 -3.949 0.000
H -1.752 -0.611 -3.330 0.001
H -2.454 -1.795 -4.432 0.000
H 1.344 -2.181 -2.361 0.006
H 0.638 -5.158 -2.142 0.000
H 2.062 -4.534 -2.974 0.001
H 0.457 -4.112 -3.555 0.000
H 1.909 -4.054 0.006 0.003
H 2.163 -2.309 0.011 0.007
H 3.123 -3.337 -1.057 0.000
H -0.931 -3.686 1.444 0.005
H -3.472 -4.288 -0.138 0.000
H -3.258 -2.798 0.782 0.002
H -3.232 -4.350 1.608 0.000
H -1.394 -5.690 -0.833 0.001
H -1.330 -6.085 0.884 0.001
H 0.108 -5.473 0.071 0.000
I -2.165 -0.809 2.846 0.013
I -4.851 -1.060 3.050 0.002
```

Properties
⟨S²⟩ = 8.76
highest occupied orbital energy (alpha / beta) = -6.67 / -7.15 eV
orbital gap (alpha / beta) = 5.81 / 6.29 eV
molar mass = 1065.19 g mol⁻¹
multiplicity = 6
charge = 0



2.
Below is a molecular structure, C39H42BrN4O2PPtS2, with properties calculated with wB97M-V/def2-TZVPD.

Structure (XYZ):
```
92
Properties=species:S:1:pos:R:3:mulliken_spin:R:1
Pt -0.043 -2.072 0.921 0.701
C 2.959 4.688 2.911 0.017
C 1.802 4.899 1.896 0.033
C 2.431 5.612 0.663 0.032
C 0.711 5.786 2.557 0.016
C 1.188 3.572 1.548 0.079
C 1.897 2.376 1.632 0.030
C 1.239 1.131 1.682 -0.020
Br 2.357 -0.256 2.339 0.062
C -0.093 1.051 1.314 0.248
O -0.805 -0.035 1.416 0.402
C -0.773 2.270 0.959 0.119
C -0.086 3.481 1.081 -0.005
C -2.207 2.278 0.451 0.015
C -2.362 1.375 -0.789 0.027
C -3.153 1.871 1.633 0.021
C -2.704 3.726 0.063 0.001
H 3.438 5.663 3.156 0.001
H 3.777 4.102 2.490 0.001
H 2.667 4.241 3.811 -0.004
H 3.339 6.087 0.950 0.000
H 1.831 6.344 0.092 -0.001
H 2.700 4.800 -0.039 -0.001
H 1.262 6.739 2.934 0.000
H 0.300 5.231 3.419 -0.002
H -0.080 6.039 1.813 0.001
H 2.939 2.420 1.903 0.005
H -0.720 4.361 0.988 0.003
H -1.886 0.405 -0.591 -0.010
H -1.913 1.854 -1.641 -0.001
H -3.420 1.106 -1.003 -0.003
H -2.825 0.858 1.936 -0.003
H -4.233 1.987 1.377 0.001
H -2.972 2.542 2.502 -0.003
H -2.130 4.318 -0.633 0.000
H -2.922 4.289 0.940 0.000
H -3.754 3.698 -0.319 0.000
S -6.559 -3.893 4.183 -0.002
N -6.177 -3.682 2.650 -0.005
C -4.902 -3.338 2.535 -0.017
C -4.268 -2.944 1.298 0.016
C -4.866 -2.685 0.080 0.123
C -4.092 -2.208 -0.986 0.049
C -2.717 -2.069 -0.797 0.012
N -2.125 -2.279 0.405 0.323
C -2.864 -2.683 1.437 0.142
C -2.217 -2.850 2.754 0.097
N -0.895 -2.620 2.728 0.119
C -0.190 -2.613 3.899 0.019
C -0.810 -2.839 5.110 0.049
C -2.168 -3.111 5.196 0.096
C -2.903 -3.037 3.999 -0.015
C -4.252 -3.302 3.867 -0.010
N -5.059 -3.644 4.884 -0.004
H -5.886 -2.634 -0.083 0.005
H -4.628 -1.979 -1.915 0.006
H -2.018 -1.854 -1.593 0.025
H 0.945 -2.512 3.875 0.022
H -0.242 -2.828 6.020 0.002
H -2.669 -3.279 6.131 -0.001
C 4.601 1.427 -8.355 0.010
C 4.053 0.429 -7.421 0.025
O 4.640 -0.223 -6.593 0.000
S 2.184 0.651 -7.493 0.075
C 2.095 0.239 -5.791 0.174
C 2.163 -1.086 -5.369 0.021
C 1.712 -1.479 -4.148 0.030
C 1.436 -0.491 -3.150 0.137
C 1.358 0.856 -3.583 0.078
C 1.633 1.188 -4.928 0.000
C 1.099 -0.930 -1.824 0.082
C 0.663 -1.373 -0.760 0.454
H 5.719 1.331 -8.378 0.004
H 4.472 2.495 -8.030 0.001
H 4.112 1.352 -9.312 -0.001
H 2.560 -1.812 -6.152 -0.002
H 1.712 -2.516 -3.785 0.003
H 1.008 1.568 -2.862 0.012
H 1.435 2.188 -5.371 0.000
C 3.089 -3.331 0.130 0.025
P 1.362 -3.801 0.340 0.056
C 1.146 -4.733 -1.227 0.001
C 1.410 -5.199 1.453 0.000
H 3.781 -4.094 -0.203 0.004
H 3.453 -2.876 1.035 0.001
H 3.084 -2.544 -0.581 -0.004
H 1.834 -5.598 -1.272 0.000
H 1.465 -4.094 -2.027 -0.001
H 0.120 -5.087 -1.361 0.001
H 2.207 -5.847 1.049 -0.001
H 0.442 -5.673 1.460 0.003
H 1.749 -4.890 2.474 0.001
```

Properties
⟨S²⟩ = 6.08
highest occupied orbital energy (alpha / beta) = -9.67 / -12.80 eV
orbital gap (alpha / beta) = 4.23 / 3.74 eV
molar mass = 968.88 g mol⁻¹
multiplicity = 5
energy relative to the best compared isomer or geometry (same formula, charge and spin) = 0.266 eV
charge = +2



3.
Below is 2 unconnected molecules or ions with the total composition C39H42N2O3, with properties calculated with wB97M-V/def2-TZVPD.

Structure (XYZ):
```
86
Properties=species:S:1:pos:R:3:lowdin_charge:R:1
C 5.271 0.231 2.234 -0.037
O 4.711 -0.974 2.794 -0.034
C 3.598 -1.366 2.147 -0.417
O 3.132 -0.739 1.211 0.103
C 3.044 -2.649 2.726 -0.207
C 4.078 -3.786 2.766 -0.109
C 3.305 -5.052 2.413 -0.150
C 1.864 -4.616 2.122 -0.152
N 1.926 -3.154 1.950 -0.079
C 0.707 -2.456 2.056 -0.210
C 0.301 -1.511 1.132 -0.027
C -0.764 -0.563 1.498 -0.198
C -1.779 -1.078 2.534 -0.180
C -1.045 -1.663 3.741 -0.198
C -0.114 -2.783 3.295 -0.152
H 6.105 0.477 2.892 0.092
H 5.618 0.032 1.211 0.098
H 4.520 1.032 2.224 0.095
H 2.726 -2.410 3.764 0.163
H 4.884 -3.608 2.041 0.123
H 4.510 -3.808 3.772 0.119
H 3.731 -5.537 1.531 0.108
H 3.314 -5.768 3.240 0.108
H 1.421 -5.105 1.245 0.124
H 1.239 -4.874 2.994 0.104
H 0.979 -1.363 0.292 0.082
H -0.316 0.389 1.854 0.132
H -1.351 -0.271 0.630 0.072
H -2.442 -0.259 2.844 0.114
H -2.414 -1.841 2.057 0.119
H -0.470 -0.868 4.241 0.119
H -1.768 -2.051 4.468 0.108
H -0.707 -3.684 3.079 0.120
H 0.543 -3.060 4.131 0.111
C 5.726 1.863 -2.426 -0.086
N 4.421 2.237 -2.945 -0.255
C 4.363 3.636 -3.328 -0.085
C 3.269 1.560 -2.503 -0.255
C 2.786 1.717 -1.190 0.002
C 1.692 0.984 -0.751 -0.049
C 1.040 0.069 -1.610 -0.232
C -0.194 -0.606 -1.201 -0.022
C -1.425 0.070 -1.510 -0.212
C -2.640 -0.666 -1.659 0.030
C -3.876 -0.061 -1.620 -0.062
C -5.120 -0.850 -1.607 -0.156
C -5.099 -2.203 -1.189 -0.036
C -6.270 -2.959 -1.149 -0.089
C -7.493 -2.399 -1.542 -0.089
C -7.527 -1.066 -1.978 -0.074
C -6.356 -0.314 -2.011 -0.022
C -3.947 1.421 -1.518 -0.242
O -5.022 2.035 -1.648 0.033
C -2.684 2.159 -1.263 -0.063
C -2.693 3.558 -0.803 -0.154
C -1.603 4.068 -0.051 -0.030
C -1.605 5.391 0.391 -0.089
C -2.675 6.244 0.085 -0.090
C -3.751 5.751 -0.664 -0.076
C -3.757 4.428 -1.092 -0.022
C -1.495 1.495 -1.437 0.039
C 1.535 -0.089 -2.927 -0.014
C 2.603 0.665 -3.372 0.000
H 5.783 0.775 -2.293 0.090
H 6.484 2.188 -3.149 0.080
H 5.937 2.354 -1.461 0.078
H 3.417 3.858 -3.836 0.090
H 4.471 4.303 -2.456 0.080
H 5.202 3.828 -4.008 0.079
H 3.285 2.426 -0.524 0.120
H 1.326 1.120 0.270 0.113
H -0.241 -1.699 -1.287 0.136
H -2.574 -1.750 -1.776 0.121
H -4.159 -2.648 -0.863 0.099
H -6.226 -3.984 -0.790 0.098
H -8.406 -2.992 -1.524 0.098
H -8.462 -0.600 -2.278 0.102
H -6.398 0.727 -2.320 0.100
H -0.775 3.405 0.213 0.102
H -0.772 5.749 0.989 0.098
H -2.663 7.282 0.412 0.098
H -4.598 6.387 -0.907 0.101
H -4.611 4.037 -1.637 0.100
H -0.559 2.051 -1.407 0.116
H 1.020 -0.795 -3.581 0.120
H 2.958 0.579 -4.394 0.114
```

Properties
highest occupied orbital energy = -7.83 eV
SMILES string = CN(C)c1ccc(C=C2C=C(c3ccccc3)C(=O)C(c3ccccc3)=C2)cc1.COC(=O)[C@@H]1CCCN1C1=CCCCC1
orbital gap = 6.77 eV
molar mass = 586.78 g mol⁻¹
multiplicity = 1
energy relative to the best compared isomer or geometry (same formula, charge and spin) = 2.184 eV
charge = 0



4.
Below is 7 unconnected molecules or ions with the total composition C39H42N8O2, with properties calculated with wB97M-V/def2-TZVPD.

Structure (XYZ):
```
91
Properties=species:S:1:pos:R:3:lowdin_charge:R:1
C -0.215 2.002 1.927 -0.113
C -0.879 2.515 0.555 -0.217
C -1.976 3.679 0.767 -0.100
C -3.515 3.340 0.807 0.010
C -4.620 4.446 0.980 0.020
C -4.164 5.917 1.115 -0.033
C -2.649 6.244 1.080 0.027
C -1.526 5.152 0.920 -0.046
C -0.036 5.683 0.929 -0.123
C 0.851 5.703 -0.375 0.019
C 2.256 6.322 -0.091 -0.066
C 2.752 6.876 1.277 -0.115
N 1.910 6.803 2.419 0.017
C 0.625 6.251 2.201 -0.084
C -2.476 7.835 1.219 -0.310
O -1.451 8.539 1.304 0.073
N -3.890 8.281 1.168 0.111
C -4.969 7.281 1.274 -0.327
O -6.183 7.529 1.417 0.070
H 0.706 2.652 2.190 0.081
H 0.221 0.952 1.718 0.072
H -0.956 1.976 2.797 0.078
H -1.387 1.594 0.076 0.114
H -0.047 2.829 -0.162 0.080
H -3.862 2.246 0.714 0.103
H -5.724 4.183 0.988 0.104
H 0.496 5.335 -1.388 0.102
H 2.982 6.398 -0.981 0.085
H 3.791 7.335 1.369 0.108
H -0.051 6.223 3.137 0.125
H -3.963 9.015 1.889 0.148
N 1.337 0.810 -2.215 0.007
C 2.069 0.917 -1.063 -0.151
C 2.396 -0.350 -0.649 -0.107
C 1.845 -1.256 -1.588 -0.119
C 1.200 -0.512 -2.545 -0.138
H 0.958 1.582 -2.739 0.145
H 2.293 1.885 -0.638 0.106
H 2.970 -0.598 0.233 0.095
H 1.914 -2.334 -1.567 0.074
H 0.655 -0.808 -3.429 0.106
N 5.574 4.599 0.441 0.004
C 6.102 4.048 1.578 -0.142
C 7.408 3.708 1.320 -0.116
C 7.681 4.072 -0.021 -0.117
C 6.533 4.622 -0.538 -0.146
H 4.629 4.936 0.340 0.101
H 5.504 3.944 2.471 0.106
H 8.090 3.248 2.019 0.090
H 8.614 3.946 -0.550 0.090
H 6.316 5.025 -1.515 0.103
N 0.114 -4.889 -1.128 0.017
C -0.494 -6.117 -1.142 -0.169
C -0.458 -6.622 0.135 -0.092
C 0.190 -5.661 0.950 -0.103
C 0.529 -4.601 0.144 -0.136
H 0.236 -4.290 -1.930 0.141
H -0.895 -6.524 -2.056 0.081
H -0.855 -7.576 0.447 0.099
H 0.386 -5.736 2.009 0.093
H 1.030 -3.671 0.365 0.098
N -0.143 -8.215 -5.269 -0.006
C 0.588 -8.108 -4.116 -0.156
C 0.914 -9.376 -3.701 -0.107
C 0.363 -10.281 -4.642 -0.110
C -0.280 -9.537 -5.600 -0.138
H -0.521 -7.442 -5.793 0.137
H 0.812 -7.141 -3.690 0.095
H 1.486 -9.624 -2.820 0.093
H 0.432 -11.359 -4.621 0.092
H -0.824 -9.832 -6.484 0.106
N -0.464 -0.344 5.266 -0.002
C 0.510 0.273 6.005 -0.145
C -0.101 1.162 6.854 -0.115
C -1.496 1.076 6.623 -0.116
C -1.691 0.137 5.640 -0.152
H -0.303 -1.042 4.558 0.143
H 1.552 0.026 5.862 0.104
H 0.400 1.804 7.564 0.091
H -2.273 1.638 7.121 0.090
H -2.594 -0.230 5.175 0.104
N -3.359 -5.997 -2.693 0.007
C -3.268 -6.410 -3.995 -0.141
C -4.522 -6.339 -4.552 -0.114
C -5.401 -5.860 -3.549 -0.115
C -4.655 -5.655 -2.414 -0.135
H -2.590 -5.952 -2.041 0.090
H -2.321 -6.720 -4.412 0.081
H -4.778 -6.601 -5.568 0.089
H -6.462 -5.684 -3.647 0.090
H -4.933 -5.298 -1.435 0.107
```

Properties
highest occupied orbital energy = -8.36 eV
SMILES string = CCc1ccc2c(c1-c1cccnc1)C(=O)NC2=O.c1cc[nH]c1.c1cc[nH]c1.c1cc[nH]c1.c1cc[nH]c1.c1cc[nH]c1.c1cc[nH]c1
orbital gap = 7.13 eV
molar mass = 654.82 g mol⁻¹
multiplicity = 1
charge = 0



5.
Below is a molecular structure, C39H43As2Br2F5MnN2OS, with properties calculated with wB97M-V/def2-TZVPD.

Structure (XYZ):
```
96
Properties=species:S:1:pos:R:3:mulliken_spin:R:1
Mn -1.114 0.160 -1.238 2.392
C 0.250 -2.925 -1.649 0.011
C -0.033 -2.475 -0.249 0.057
C -0.371 -3.383 0.767 -0.017
C -0.757 -2.937 2.002 0.042
C -0.747 -1.554 2.308 0.013
C -1.121 -1.070 3.598 0.518
Br 1.016 -1.921 4.795 0.359
C -2.886 0.200 3.910 0.014
C -2.862 0.771 2.516 -0.022
Br -4.171 0.822 1.216 0.002
C -1.557 1.074 2.527 0.006
O -0.564 1.590 0.057 0.049
C -0.319 -0.758 1.249 0.051
N -0.029 -1.169 0.009 0.002
H 0.577 -3.964 -1.663 0.003
H 1.027 -2.307 -2.099 -0.003
H -0.648 -2.842 -2.267 0.001
H -0.344 -4.443 0.552 0.000
H -1.043 -3.632 2.780 -0.006
H -3.527 0.676 4.647 -0.006
C -3.612 0.994 -4.092 0.017
C -4.294 -0.198 -3.482 -0.026
C -5.507 -0.648 -3.986 0.052
C -6.146 -1.747 -3.433 -0.084
C -5.578 -2.406 -2.351 0.053
C -4.367 -1.991 -1.816 -0.013
C -3.769 -2.697 -0.633 -0.010
C -3.722 -0.883 -2.397 0.135
N -2.530 -0.454 -1.850 -0.527
H -4.323 1.593 -4.661 0.000
H -2.817 0.687 -4.778 -0.013
H -3.152 1.624 -3.330 0.008
H -5.957 -0.124 -4.821 -0.001
H -7.092 -2.084 -3.837 -0.005
H -6.085 -3.254 -1.905 -0.002
H -4.521 -3.298 -0.123 -0.002
H -3.346 -1.988 0.080 0.012
H -2.958 -3.363 -0.939 -0.004
C 4.728 2.080 -0.294 0.000
As 2.937 1.668 0.382 0.005
C 2.866 3.148 1.660 0.002
C 3.473 0.144 1.554 0.000
C 4.243 0.510 2.782 0.000
C 5.635 0.532 2.783 -0.001
C 6.340 0.899 3.922 0.000
C 5.659 1.242 5.081 0.000
C 4.270 1.213 5.094 0.001
C 3.571 0.854 3.954 0.020
H 5.431 2.177 0.534 0.000
H 4.697 3.017 -0.849 0.000
H 5.063 1.287 -0.964 0.000
H 3.700 3.100 2.360 0.000
H 1.933 3.149 2.222 -0.001
H 2.929 4.069 1.080 0.000
H 4.067 -0.490 0.892 0.000
H 2.577 -0.418 1.826 0.000
H 6.174 0.243 1.887 0.000
H 7.422 0.908 3.905 0.000
H 6.207 1.514 5.974 0.000
H 3.727 1.457 5.998 0.000
H 2.488 0.810 3.984 -0.015
F -1.865 -0.935 7.847 0.000
C -1.792 -0.649 6.542 -0.011
C -2.453 -1.432 5.689 0.038
F -3.164 -2.453 6.164 0.003
C -2.503 -1.286 4.171 -0.102
F -3.291 -2.264 3.631 0.004
C -1.316 0.432 3.859 -0.037
S -0.185 1.036 1.436 0.010
C -0.693 1.024 5.059 0.063
F 0.135 2.063 4.889 0.000
C -0.939 0.521 6.263 -0.002
F -0.359 1.041 7.344 -0.001
C 0.226 3.379 -2.998 -0.004
C -0.011 2.293 -4.044 -0.007
As 0.168 0.527 -3.244 -0.036
C -0.320 -0.725 -4.663 0.010
C -0.296 -0.170 -6.082 -0.003
C 2.115 0.382 -3.150 0.004
C 2.833 0.182 -4.478 -0.002
H 0.071 4.369 -3.428 0.000
H 1.243 3.346 -2.601 -0.001
H -0.450 3.270 -2.148 0.012
H 0.696 2.373 -4.872 -0.002
H -1.016 2.373 -4.458 -0.001
H -1.318 -1.083 -4.407 -0.001
H 0.351 -1.581 -4.563 0.002
H -1.015 0.640 -6.210 0.000
H -0.559 -0.953 -6.796 0.000
H 0.685 0.213 -6.362 0.000
H 2.343 -0.423 -2.449 -0.003
H 2.444 1.299 -2.659 -0.002
H 2.541 -0.747 -4.969 0.000
H 3.913 0.141 -4.321 0.000
H 2.641 1.001 -5.173 0.000
```

Properties
⟨S²⟩ = 4.13
highest occupied orbital energy (alpha / beta) = -6.48 / -7.97 eV
orbital gap (alpha / beta) = 5.66 / 7.44 eV
molar mass = 1047.43 g mol⁻¹
multiplicity = 4
charge = 0



no.,maximum force (Eh/bohr)
1,0.028
2,0.079
3,0.116
4,0.112
5,0.017